A structure of composition C16H36N4O5PPdS5, computed with wB97M-V/def2-TZVPD.

The value obtained for the LUMO energy (spin up / spin down) is -0.1505 / -0.1446 hartree. As for the energy above the lowest of the compared OMol25 structures with the same formula, charge and spin: 13.3 kcal per mole. As for the total energy: -100314.632 eV. Its total charge is +1. The HOMO energy (spin up / spin down) comes out at -10.224 / -10.211 eV. The value obtained for the HOMO-LUMO gap (spin up / spin down) is 6.13 / 6.28 eV.

The geometry in XYZ format:
```
68
Properties=species:S:1:pos:R:3:forces:R:3:nbo_charge:R:1
H -0.774646 2.826217 1.775989 0.05 -0.02 0.01 0.22
H 1.040747 3.414445 3.697804 0.00 0.01 -0.02 0.21
H 0.082273 1.964956 4.009976 -0.04 -0.01 -0.02 0.22
H 3.114661 -1.306888 2.867801 -0.02 -0.01 -0.03 0.19
H 4.189586 -0.495844 -2.764053 0.04 -0.01 -0.01 0.18
H -3.809893 -2.351409 -3.641440 0.01 0.01 0.01 0.23
N 1.033844 -0.920297 2.629041 0.03 0.00 0.07 -0.81
C 0.640937 -1.009028 4.036461 0.10 0.01 -0.09 -0.41
H 2.092758 -2.722577 2.586313 -0.01 -0.03 0.02 0.20
H 1.283285 2.456555 -3.688323 -0.04 -0.03 -0.02 0.20
N -0.873827 0.718008 1.973075 -0.17 -0.10 0.00 -0.81
H -1.074243 -5.416157 -0.177481 -0.06 -0.03 -0.03 0.38
H -2.381773 2.168747 2.118754 -0.01 -0.02 0.02 0.21
O -0.145101 -2.515678 0.260592 0.01 0.07 -0.22 -0.66
H -0.277834 -0.455662 4.215093 -0.01 0.01 -0.03 0.22
H -2.043964 -0.538761 0.725904 -0.04 -0.01 -0.21 0.19
H 1.418495 -0.624783 4.704725 0.00 0.00 -0.01 0.19
H 2.446893 -1.622148 1.246205 0.00 0.02 0.03 0.23
O 0.390359 -2.081688 -1.846315 -0.03 0.82 -0.03 -0.62
N 1.447239 1.811137 2.409988 -0.07 0.09 0.04 -0.82
C -3.445791 -0.171003 -1.696924 0.43 0.13 -0.29 -0.41
H 3.641870 1.916654 -2.927245 0.06 0.05 -0.09 0.19
H -5.211904 -2.263230 -2.533200 0.02 0.03 0.03 0.23
H 0.465317 -2.054586 4.293332 0.00 -0.03 -0.01 0.21
C 0.211155 -2.878398 -0.954537 -0.04 -0.33 0.40 0.82
S -1.215023 0.199199 -3.281929 0.47 0.10 0.19 0.00
H -0.241613 -3.359323 0.760822 -0.04 -0.14 0.09 0.52
C 0.428005 -4.373358 -1.126865 0.08 0.11 -0.01 -0.35
S -3.423339 2.210112 -2.793707 -0.06 0.08 -0.12 0.46
C 2.724707 2.325672 1.925358 -0.06 -0.07 0.05 -0.40
C -4.852187 2.041907 -1.814789 0.25 -0.20 0.35 -0.59
H 3.001575 1.736477 -1.282669 0.07 -0.01 0.16 0.18
H -1.382540 -1.333446 2.147247 0.05 0.03 0.05 0.22
C 2.244182 -1.676914 2.313284 -0.08 0.02 0.01 -0.41
S -3.113798 -1.867038 -1.380210 -0.04 -0.11 0.08 0.25
H 3.374558 -0.641286 -1.182229 0.01 0.03 0.06 0.18
C -0.468946 3.407668 -1.988291 0.03 0.10 0.07 -0.25
C -1.807714 -0.407286 1.778580 0.14 0.36 0.18 -0.40
H 1.996908 3.648730 -2.581900 -0.02 0.06 0.07 0.20
H 0.056689 -4.667505 -2.106581 -0.10 -0.01 -0.05 0.23
H 3.536995 2.087720 2.619636 -0.03 0.00 0.00 0.19
H 0.419974 -5.882882 0.279126 0.06 -0.04 0.03 0.39
P 0.742530 0.463768 1.772042 -0.14 0.11 0.05 2.47
H -2.735396 -0.199557 2.310635 0.00 0.06 0.07 0.21
H 2.672752 3.411941 1.823941 -0.02 0.00 -0.01 0.20
S -5.953558 3.201637 -1.553403 -0.08 0.08 -0.14 0.04
H 2.955986 1.892665 0.958720 -0.01 -0.02 -0.07 0.22
H 1.781962 2.023691 4.498150 0.02 0.00 -0.03 0.20
C 1.067474 2.323257 3.725539 0.10 -0.04 -0.04 -0.41
H -0.855895 3.322854 -3.002747 0.02 -0.02 -0.07 0.19
Pd 0.076198 0.230789 -1.410730 -0.26 -0.28 -0.64 0.93
C 1.637524 2.621074 -2.667095 0.13 -0.09 -0.09 -0.09
C -4.182619 -2.595045 -2.649006 0.00 -0.11 -0.03 -0.73
H -1.271765 3.235701 -1.280380 0.02 -0.03 0.04 0.20
H -1.688827 2.007247 0.502202 -0.09 -0.01 -0.18 0.18
O 2.306418 0.360737 -2.651100 0.14 -0.09 -0.09 -0.57
H 2.802579 -1.595280 -2.570651 -0.01 -0.06 -0.04 0.21
H -4.143028 -3.674839 -2.500221 0.00 0.06 -0.02 0.23
C -1.455665 2.005980 1.568003 0.10 -0.26 0.13 -0.40
N -0.137248 -5.087105 0.008578 -0.03 0.02 0.02 -0.86
C 3.228786 -0.646154 -2.265867 0.00 0.11 -0.05 -0.25
H -0.061533 4.409435 -1.835893 0.05 0.00 0.00 0.19
S -4.890653 0.486536 -1.011942 -0.16 0.10 -0.11 0.48
O 1.247388 0.275287 0.363378 0.14 0.00 -0.01 -1.18
O 0.548013 2.435781 -1.753356 0.06 -0.16 0.15 -0.57
C -2.694072 0.641850 -2.495585 -0.70 -0.25 0.38 -0.44
C 2.754215 1.662839 -2.343176 -0.29 -0.01 0.00 -0.08
H 1.509536 -4.512130 -1.146431 0.05 -0.02 -0.02 0.24
```
Forces are in eV/Å.